one) 9
Properties=species:S:1:pos:R:3:mulliken_charge:R:1 method="wB97M-V/def2-TZVPD" homo_lumo_gap_ha=0.37432 e_homo_ev=-10.40 total_charge=0 spin_multiplicity=1
C 2.09267 1.23475 2.15947 0.2541
C 0.10005 0.28557 0.21809 -1.0009
N 1.78688 2.28428 2.50981 -0.2994
O 3.31699 -0.55504 0.49970 -0.5345
P 2.14707 -0.26813 1.27054 0.6635
Cl 1.85095 -1.66702 2.59612 -0.1671
H 0.59078 1.17745 -0.21672 0.3510
H -0.18480 -0.59936 -0.23289 0.3864
H -0.38329 0.75702 1.09067 0.3471

---

two) 9
Properties=species:S:1:pos:R:3:mulliken_charge:R:1 method="wB97M-V/def2-TZVPD" homo_lumo_gap_ha=0.34004 e_homo_ev=-10.25 total_charge=0 spin_multiplicity=1
C -0.97676 0.07714 -0.35878 0.2509
C 1.22046 1.99041 0.17093 -0.7698
N -1.57918 -0.62471 -1.01948 -0.2617
O -0.75254 0.95205 2.07489 -0.5555
P -0.01905 1.02663 0.81010 0.7107
Cl -0.05659 -3.83766 -0.99578 -0.2660
H -1.37260 -3.75652 -0.97466 0.2567
H 1.82949 1.57174 -0.53719 0.3206
H 1.70678 2.60091 0.82996 0.3141

---

Stability summary: most stable one), least stable two).

---

one) 42
Properties=species:S:1:pos:R:3:mulliken_charge:R:1 method="wB97M-V/def2-TZVPD" homo_lumo_gap_ha=0.40009 e_homo_ev=-10.84 total_charge=0 spin_multiplicity=1 smiles=CC#N.CC#N.CC#N.CC#N.CC#N.CC#N.CC#N
C 0.96604 -2.10817 1.41899 -0.0050
C 1.53837 -3.42124 1.59382 0.1556
N 1.96830 -4.48119 1.64588 -0.4460
H 0.87403 -1.82974 0.36918 0.0656
H 1.44812 -1.31697 1.99320 -0.0796
H -0.06531 -2.22706 1.75110 0.2465
C -0.00689 1.01102 0.15236 -0.4710
C 0.50931 1.34207 1.50998 0.5261
N 0.89869 1.52507 2.59539 -0.4863
H 0.77154 1.10948 -0.60425 0.1862
H -0.80897 1.64310 -0.22875 0.3316
H -0.31051 -0.03390 0.08886 -0.0537
C -4.70694 3.84469 -2.31349 -0.7958
C -3.77966 2.75650 -1.90850 0.2915
N -3.06941 1.93174 -1.56408 -0.3209
H -5.73172 3.47712 -2.36658 0.2718
H -4.50998 4.32510 -3.27189 0.2960
H -4.68448 4.56220 -1.49326 0.2540
C -1.49193 -3.28749 -3.10307 -0.8111
C -1.45912 -2.94058 -1.67911 0.3358
N -1.38960 -2.72827 -0.56477 -0.3309
H -0.45823 -3.16945 -3.42805 0.2487
H -2.11449 -2.59469 -3.66925 0.2695
H -1.73878 -4.32147 -3.34402 0.2966
C 4.20696 0.80702 -3.27577 -0.7941
C 3.68449 0.34925 -1.97595 0.3403
N 3.36296 0.00892 -0.92895 -0.3602
H 3.36836 1.13641 -3.88923 0.2669
H 4.76180 -0.00283 -3.74949 0.2860
H 5.05391 1.46168 -3.07031 0.2768
C -3.31940 0.53548 1.70940 -0.2485
C -3.26771 1.10054 3.02613 0.2645
N -3.26259 1.50714 4.12315 -0.4019
H -4.22787 0.86579 1.20574 0.2715
H -3.36344 -0.55230 1.65559 0.2885
H -2.34584 0.82150 1.31130 -0.2175
C 3.94219 0.14185 3.10292 -0.6156
C 3.49546 -1.01083 3.90508 0.4287
N 3.07627 -1.82066 4.62631 -0.4258
H 5.00133 0.39906 3.11602 0.3366
H 3.43110 1.01944 3.49880 0.2770
H 3.75366 0.16467 2.02959 0.0515

---

two) 42
Properties=species:S:1:pos:R:3:mulliken_charge:R:1 method="wB97M-V/def2-TZVPD" homo_lumo_gap_ha=0.43463 e_homo_ev=-11.56 total_charge=0 spin_multiplicity=1 smiles=CC#N.CC#N.CC#N.CC#N.CC#N.CC#N.CC#N
C -14.87378 2.08906 14.80615 -0.7478
C -15.77476 2.21286 15.97518 0.3399
N -16.39830 2.40379 16.94535 -0.3625
H -13.96296 1.67755 15.24109 0.2322
H -14.61974 3.02622 14.31089 0.2643
H -15.15644 1.46068 13.96155 0.2730
C -13.38144 -7.33623 18.79650 -0.6748
C -13.72263 -8.22349 17.59849 0.2541
N -14.05359 -8.91425 16.72635 -0.3460
H -13.72290 -7.86423 19.68684 0.2559
H -13.80803 -6.35584 18.58445 0.2484
H -12.30501 -7.29239 18.96225 0.2624
C -7.31232 -1.49350 6.49451 -0.7532
C -7.29350 -2.30151 7.71670 0.2952
N -7.27307 -2.91626 8.67521 -0.3472
H -6.31988 -1.51148 6.04413 0.2705
H -7.80946 -0.52607 6.56543 0.2709
H -7.77006 -2.09506 5.70921 0.2641
C -10.85837 0.90039 22.43264 -0.7075
C -9.86273 1.83502 21.94402 0.2949
N -9.07885 2.60694 21.57300 -0.3605
H -10.47288 0.24063 23.20995 0.2726
H -11.22958 0.44987 21.51213 0.2398
H -11.54866 1.44854 23.07383 0.2606
C -11.71955 -6.13007 8.09111 -0.6236
C -12.19403 -4.96481 7.28968 0.2618
N -12.61492 -4.08494 6.62775 -0.3869
H -10.65373 -6.32175 7.96712 0.2679
H -12.37384 -6.84879 7.59772 0.2361
H -11.99827 -5.97038 9.13271 0.2443
C -9.15808 -3.56730 15.08532 -0.6420
C -9.52904 -2.42432 15.92032 0.2228
N -9.77602 -1.51605 16.55578 -0.3304
H -9.87047 -3.59071 14.26067 0.2518
H -9.34203 -4.43419 15.71996 0.2425
H -8.11381 -3.43357 14.80297 0.2561
C -7.82875 3.56916 15.26928 -0.7195
C -8.69006 3.32364 14.11775 0.3010
N -9.32549 3.22334 13.15578 -0.3675
H -8.58488 3.69700 16.04389 0.2425
H -7.24740 4.48679 15.17925 0.2617
H -7.25023 2.73284 15.66165 0.2818

---

Stability summary: most stable one), least stable two).